ORCA calculation (the ωB97M-V functional and the def2-TZVPD basis) on a single C4H2O3 molecule in a non-equilibrium geometry.

Values from the calculation:
- Kohn-Sham gap (eV) = 10.16
- LUMO (Eh) = -0.0378
- ΔE to the lowest compared entry with this formula, charge and spin (kcal/mol) = 30.3
- SMILES = O=C1C=CC(=O)O1
- energy (Ha) = -379.292249

The geometry in ORCA input format:
```
! RIJCOSX wB97M-V def2-TZVPD def2/J DEFGRID3
* xyz 0 1
O 2.35 0.98 -0.31
C 1.25 0.56 -0.15
C 0.55 -0.29 0.84
C -0.60 -0.63 0.31
C -1.04 0.23 -0.86
O -2.02 0.26 -1.44
O 0.16 0.96 -1.03
H 0.97 -0.80 1.80
H -1.61 -1.27 0.85
*
```

Löwdin population analysis, charges in e, atoms 1 to 8:
1 O 0.1764
2 C -0.3757
3 C 0.0003
4 C 0.0057
5 C -0.4627
6 O 0.2190
7 O 0.0634
8 H 0.1621

***

ORCA calculation (the ωB97M-V functional and the def2-TZVPD basis) on a single C4H2O5 molecule in a non-equilibrium geometry.

Values from the calculation:
- Kohn-Sham gap (eV) = 9.79
- LUMO (Eh) = -0.0388
- SMILES = O=CC(=O)OC(=O)C=O
- energy (Ha) = -529.786405

The geometry in ORCA input format:
```
! RIJCOSX wB97M-V def2-TZVPD def2/J DEFGRID3
* xyz 0 1
O -1.51 -0.69 -0.30
C -0.85 -0.29 -1.20
C 0.70 -0.05 -1.25
O 1.25 0.41 -2.20
O 1.32 -0.49 -0.14
C 0.58 -0.58 1.05
O 0.63 -1.53 1.76
C -0.09 0.76 1.41
O -0.27 1.62 0.59
H -1.32 0.01 -2.16
H -0.44 0.82 2.44
*
```

Löwdin population analysis, charges in e, atoms 1 to 8:
1 O 0.1179
2 C -0.1131
3 C -0.4222
4 O 0.1787
5 O 0.1412
6 C -0.3907
7 O 0.1907
8 C -0.1173

***

ORCA calculation (the ωB97M-V functional and the def2-TZVPD basis) on an isolated ion of composition C4H2O8P and charge +1 in a non-equilibrium geometry.

Values from the calculation:
- Kohn-Sham gap (eV) = 9.85
- LUMO (Eh) = -0.2126
- ΔE to the lowest compared entry with this formula, charge and spin (kcal/mol) = 7.8
- energy (Ha) = -1096.643602

The geometry in ORCA input format:
```
! RIJCOSX wB97M-V def2-TZVPD def2/J DEFGRID3
* xyz 1 1
C -3.00 -0.10 -0.62
C -2.64 0.41 0.81
C 1.21 -0.76 0.32
C 2.65 -0.44 -0.20
O -3.99 -0.57 -0.96
O -3.17 0.13 1.81
O 1.66 -1.33 1.29
O -1.84 0.20 -1.39
O -1.42 1.15 0.70
O 0.01 -0.79 -0.11
O 0.40 1.66 -1.07
O 3.32 0.52 0.22
P -0.63 0.77 -0.59
H 3.16 -1.28 -0.55
H 4.28 0.42 0.35
*
```

Löwdin population analysis, charges in e, atoms 1 to 8:
1 C -0.3131
2 C -0.3163
3 C -0.4256
4 C 0.0926
5 O 0.3047
6 O 0.2931
7 O 0.2539
8 O 0.0058

***

ORCA calculation (the ωB97M-V functional and the def2-TZVPD basis) on an isolated ion of composition C4H2S3 and charge -2 in a non-equilibrium geometry.

Values from the calculation:
- Kohn-Sham gap (eV) = 4.35
- LUMO (Eh) = 0.2057
- ΔE to the lowest compared entry with this formula, charge and spin (kcal/mol) = 6.3
- SMILES = [S-]c1cscc1[S-]
- energy (Ha) = -1348.117679

The geometry in ORCA input format:
```
! RIJCOSX wB97M-V def2-TZVPD def2/J DEFGRID3
* xyz -2 1
S 1.99 -1.95 -0.06
C 0.65 -0.83 -0.09
C -0.61 -1.30 0.07
S -1.86 -0.03 -0.05
C -0.69 1.27 0.05
C 0.58 0.84 0.00
S 1.93 1.84 0.01
H -1.10 -2.19 0.24
H -0.90 2.35 -0.17
*
```

Löwdin population analysis, charges in e, atoms 1 to 8:
1 S 0.1300
2 C -0.8888
3 C -0.5624
4 S 0.6795
5 C -0.6111
6 C -0.9794
7 S 0.2022
8 H -0.0149

***

ORCA calculation (the ωB97M-V functional and the def2-TZVPD basis) on a 12-piece molecular cluster, C4H30N2O13 overall in a non-equilibrium geometry.

Values from the calculation:
- Kohn-Sham gap (eV) = 9.08
- LUMO (Eh) = -0.0063
- ΔE to the lowest compared entry with this formula, charge and spin (kcal/mol) = 116.2
- SMILES = NC(=O)C[C@@H](N)C=O.O.O.O.O.O.O.O.O.O.O.O
- energy (Ha) = -1257.994991

The geometry in ORCA input format:
```
! RIJCOSX wB97M-V def2-TZVPD def2/J DEFGRID3
* xyz 0 1
N -1.01 -1.32 0.48
C -2.06 -1.33 -0.45
O -2.65 -2.39 -0.55
C -2.46 0.01 -1.15
C -1.64 -0.15 -2.41
N -2.08 -1.03 -3.42
C -1.57 1.17 -3.23
O -0.64 1.94 -3.15
H -0.71 -2.09 1.03
H -0.34 -0.60 0.33
H -2.24 0.88 -0.61
H -3.57 -0.02 -1.42
H -0.56 -0.30 -2.25
H -1.72 -1.97 -3.32
H -3.08 -1.08 -3.57
H -2.50 1.54 -3.57
O 1.23 -2.66 -2.49
H 2.12 -2.84 -2.17
H 1.31 -2.29 -3.37
O -0.24 1.85 -0.50
H -0.29 2.73 -0.06
H -0.47 2.14 -1.39
O 2.89 -0.58 -2.91
H 2.46 -0.30 -2.10
H 3.12 -1.53 -2.79
O 1.33 1.57 2.72
H 2.08 0.97 2.64
H 1.10 1.34 3.65
O 3.36 -0.42 1.86
H 4.09 0.02 1.37
H 2.64 -0.27 1.17
O 1.95 0.34 -0.37
H 1.06 -0.02 -0.51
H 1.81 1.27 -0.12
O 0.34 -0.82 3.44
H -0.04 -1.56 4.02
H 1.14 -1.43 3.11
O 2.03 3.09 0.79
H 1.67 2.81 1.66
H 1.88 4.05 0.73
O 1.67 -2.77 2.33
H 1.52 -3.71 2.45
H 2.20 -2.61 1.56
O -3.21 2.86 1.03
H -2.91 2.00 0.75
H -2.84 2.98 1.89
O -2.42 0.38 2.85
H -2.16 0.10 3.73
H -1.62 0.05 2.29
*
```

Löwdin population analysis, charges in e, atoms 1 to 8:
1 N 0.1724
2 C -0.4657
3 O 0.0508
4 C -0.0369
5 C -0.4024
6 N 0.0716
7 C -0.1672
8 O 0.0467

***

ORCA calculation (the ωB97M-V functional and the def2-TZVPD basis) on a 12-piece molecular cluster, C4H30NO13S overall in a non-equilibrium geometry.

Values from the calculation:
- Kohn-Sham gap (eV) = 8.62
- LUMO (Eh) = 0.0830
- ΔE to the lowest compared entry with this formula, charge and spin (kcal/mol) = 0.0
- energy (Ha) = -1601.594088

The geometry in ORCA input format:
```
! RIJCOSX wB97M-V def2-TZVPD def2/J DEFGRID3
* xyz -1 1
C 1.45 -1.06 0.08
C 0.22 -0.92 -0.79
C 0.39 -1.61 -2.16
S 0.31 -3.40 -2.03
N 0.01 0.52 -1.00
C -1.15 1.00 -1.64
O -1.08 2.10 -2.21
O -2.20 0.31 -1.43
H 2.37 -0.84 -0.47
H 1.45 -0.36 0.93
H 1.47 -1.98 0.67
H -0.66 -1.32 -0.29
H 1.39 -1.39 -2.54
H -0.26 -1.10 -2.87
H -0.85 -3.58 -1.38
H 0.85 1.02 -1.25
H -3.15 0.28 1.69
H -3.89 -0.44 2.83
O -3.04 -0.45 2.37
H -1.42 -2.10 2.49
H -0.30 -2.32 1.62
O -0.44 -2.14 2.56
H -3.16 0.95 -0.21
H -2.67 1.85 0.82
O -3.52 1.43 0.59
H -2.75 -1.26 -1.14
H -3.98 -2.20 -1.05
O -3.02 -2.21 -1.07
H 2.70 1.29 -3.49
H 3.17 2.37 -2.49
O 3.47 1.73 -3.14
H 0.31 2.76 -3.43
H 0.77 3.84 -2.55
O 1.14 3.20 -3.17
H 4.93 0.71 0.78
H 3.39 0.57 0.97
O 4.17 0.13 0.64
H -0.17 0.99 2.07
H -1.31 0.34 2.68
O -0.70 1.09 2.88
H -2.84 -2.71 0.83
H -3.03 -4.32 0.82
O -3.08 -3.51 1.32
H 2.37 1.29 2.23
H 1.63 0.87 3.40
O 2.56 1.00 3.14
H 2.02 2.99 0.85
H 3.17 3.71 1.49
O 2.96 2.89 1.04
*
```

Löwdin population analysis, charges in e, atoms 1 to 8:
1 C -0.0676
2 C -0.4419
3 C -0.5237
4 S 0.7260
5 N 0.0827
6 C -0.7126
7 O -0.0188
8 O -0.0897

***

ORCA calculation (the ωB97M-V functional and the def2-TZVPD basis) on a 12-piece molecular cluster, C4H30NO14 overall in a non-equilibrium geometry.

Values from the calculation:
- Kohn-Sham gap (eV) = 9.90
- LUMO (Eh) = 0.0967
- ΔE to the lowest compared entry with this formula, charge and spin (kcal/mol) = 44.1
- energy (Ha) = -1278.645941

The geometry in ORCA input format:
```
! RIJCOSX wB97M-V def2-TZVPD def2/J DEFGRID3
* xyz -1 1
C -1.31 -1.51 -0.91
C -2.54 -1.69 0.00
C -3.40 -0.41 -0.13
O -3.83 0.19 1.12
N -0.43 -0.41 -0.57
C 0.81 -0.53 0.08
O 1.15 0.59 0.61
O 1.47 -1.58 0.03
H -1.80 -1.61 -1.91
H -0.69 -2.45 -0.82
H -2.31 -1.68 1.08
H -3.29 -2.49 -0.08
H -2.79 0.37 -0.57
H -4.29 -0.57 -0.77
H -3.44 -0.33 1.83
H -0.90 0.45 -0.35
H -1.55 3.14 0.25
H -2.56 2.06 0.59
O -2.12 2.47 -0.17
H 2.68 1.04 0.21
H 3.31 2.27 -0.60
O 3.44 1.69 0.15
H 2.80 -0.79 -2.86
H 1.54 -1.25 -2.06
O 1.85 -0.94 -2.92
H 2.59 2.51 2.04
H 1.71 1.32 2.46
O 1.88 2.26 2.64
H 4.10 -0.37 -0.11
H 3.30 -1.54 -0.49
O 4.10 -1.05 -0.80
H 0.84 -3.56 2.22
H 1.12 -3.10 0.60
O 1.02 -3.80 1.30
H -0.91 -0.22 -3.11
H -0.45 0.69 -4.31
O -1.02 -0.04 -4.05
H -1.13 -1.39 3.31
H -1.31 0.10 3.60
O -1.80 -0.71 3.45
H -1.92 2.72 -2.09
H -2.03 1.58 -3.00
O -2.41 2.47 -2.90
H 0.19 2.74 -0.86
H 0.94 3.00 0.54
O 0.68 3.36 -0.31
H 2.02 -1.12 3.01
H 0.82 -1.44 2.20
O 1.13 -1.48 3.10
*
```

Löwdin population analysis, charges in e, atoms 1 to 8:
1 C -0.1930
2 C -0.1437
3 C -0.2362
4 O -0.0887
5 N 0.0854
6 C -0.6825
7 O -0.0741
8 O -0.0491

***

ORCA calculation (the ωB97M-V functional and the def2-TZVPD basis) on a 12-piece molecular cluster, C4H31N2O12S overall in a non-equilibrium geometry.

Values from the calculation:
- Kohn-Sham gap (eV) = 7.05
- LUMO (Eh) = 0.0910
- ΔE to the lowest compared entry with this formula, charge and spin (kcal/mol) = 73.0
- energy (Ha) = -1581.603483

The geometry in ORCA input format:
```
! RIJCOSX wB97M-V def2-TZVPD def2/J DEFGRID3
* xyz -1 1
C -2.11 0.00 0.31
N -2.14 1.16 -0.63
C -3.17 2.01 -0.58
O -4.13 1.93 0.18
C -0.70 -0.28 0.80
C -0.35 0.26 2.18
S 1.50 0.52 2.24
N -0.56 -1.78 0.67
H -3.01 0.13 0.90
H -2.54 -0.80 -0.32
H -1.32 1.19 -1.21
H -3.04 2.94 -1.13
H 0.08 -0.03 0.08
H -0.52 -0.41 3.05
H -1.03 1.05 2.47
H 0.35 -2.16 0.92
H -1.18 -2.18 1.37
H 0.40 3.87 0.53
H 0.36 4.04 -1.06
O 0.87 4.15 -0.26
H -2.81 -0.53 3.32
H -3.02 -1.31 2.00
O -3.03 -1.39 2.96
H 2.84 -0.36 -2.67
H 3.12 -1.41 -1.43
O 2.76 -1.25 -2.30
H 1.52 -4.10 -0.95
H 2.11 -3.64 0.31
O 2.40 -3.92 -0.57
H 0.55 -0.68 -4.20
H -0.26 -1.60 -3.53
O -0.33 -1.04 -4.32
H 1.00 1.88 -3.31
H 1.04 1.68 -1.80
O 0.87 1.20 -2.63
H 1.18 -1.96 -1.95
H -0.15 -2.13 -1.26
O 0.36 -2.50 -2.00
H -1.00 2.45 1.49
H -1.20 3.88 1.65
O -1.41 3.18 1.00
H -1.80 -2.74 3.36
H -0.39 -2.18 3.23
O -0.85 -3.00 3.36
H 2.71 1.62 -0.48
H 1.77 2.68 0.08
O 2.36 2.50 -0.67
H 4.26 0.44 0.47
H 3.52 -0.99 0.39
O 4.11 -0.36 -0.04
*
```

Löwdin population analysis, charges in e, atoms 1 to 8:
1 C -0.1548
2 N 0.0456
3 C -0.4028
4 O -0.0128
5 C -0.4400
6 C -0.6760
7 S 0.2789
8 N 0.0264

***

ORCA calculation (the ωB97M-V functional and the def2-TZVPD basis) on a 11-piece molecular cluster, C4H31NO11 overall in a non-equilibrium geometry.

Values from the calculation:
- Kohn-Sham gap (eV) = 8.89
- LUMO (Eh) = 0.0048
- ΔE to the lowest compared entry with this formula, charge and spin (kcal/mol) = 74.1
- SMILES = CC[C@H](N)CO.O.O.O.O.O.O.O.O.O.O
- energy (Ha) = -1053.327091

The geometry in ORCA input format:
```
! RIJCOSX wB97M-V def2-TZVPD def2/J DEFGRID3
* xyz 0 1
C 2.76 0.49 -1.71
C 2.08 -0.19 -2.92
C 0.82 -0.91 -2.51
N 1.16 -2.14 -1.79
C 0.01 -1.31 -3.80
O -1.21 -0.61 -4.03
H 3.84 0.38 -1.62
H 2.47 0.09 -0.73
H 2.58 1.56 -1.80
H 2.70 -0.83 -3.55
H 1.90 0.68 -3.58
H 0.20 -0.40 -1.76
H 1.92 -2.24 -1.24
H 0.39 -2.36 -1.17
H -0.22 -2.38 -3.92
H 0.66 -1.03 -4.63
H -1.14 0.28 -3.66
O 1.82 -0.49 3.35
H 2.71 -0.42 3.68
H 1.31 -0.85 4.08
O -0.89 -0.98 3.33
H -0.93 -0.85 4.28
H -0.63 -0.14 2.92
O 2.76 -1.21 1.15
H 2.04 -0.65 1.42
H 2.61 -2.13 1.04
O -0.22 3.43 -0.90
H -0.01 3.82 -1.76
H 0.62 3.50 -0.43
O -2.74 2.61 0.37
H -1.96 3.15 0.34
H -3.15 2.57 -0.50
O -2.23 -3.01 1.49
H -1.68 -2.39 1.98
H -3.12 -2.78 1.76
O -0.31 1.87 2.86
H -0.31 2.10 1.92
H -1.27 1.85 3.00
O 2.13 2.85 1.10
H 1.42 2.27 1.40
H 2.90 2.59 1.60
O -2.94 0.54 2.14
H -3.74 0.99 1.85
H -2.67 0.03 1.37
O -2.17 -1.88 -1.00
H -1.70 -2.66 -0.69
H -2.49 -2.07 -1.89
*
```

Löwdin population analysis, charges in e, atoms 1 to 8:
1 C -0.0983
2 C -0.2156
3 C -0.3769
4 N 0.0553
5 C -0.2005
6 O -0.0861
7 H 0.0728
8 H 0.0335

***

ORCA calculation (the ωB97M-V functional and the def2-TZVPD basis) on C4H31NO12S as an isolated structure in a non-equilibrium geometry.

Values from the calculation:
- Kohn-Sham gap (eV) = 5.86
- LUMO (Eh) = 0.1823
- ΔE to the lowest compared entry with this formula, charge and spin (kcal/mol) = 11.1
- energy (Ha) = -1526.827158

The geometry in ORCA input format:
```
! RIJCOSX wB97M-V def2-TZVPD def2/J DEFGRID3
* xyz -2 1
C 0.40 0.05 -0.27
N 1.69 0.42 -0.98
C 2.83 -0.36 -0.45
C 2.95 -0.16 1.08
S 3.60 1.51 1.47
C 2.66 -1.84 -0.73
O 2.10 -2.57 0.33
H -0.25 0.74 0.23
H 0.55 -0.54 0.61
H -0.13 -0.44 -1.07
H 1.82 1.41 -0.86
H 3.80 0.03 -0.79
H 3.84 -0.79 1.56
H 2.06 -0.45 1.69
H 3.76 -2.22 -0.74
H 2.28 -2.02 -1.79
H -0.18 -1.75 -2.88
H -1.34 -2.57 -2.30
O -0.99 -2.22 -3.15
H -3.80 -2.32 -1.15
H -2.16 -2.16 -0.45
O -3.18 -1.75 -0.70
H -0.93 -1.06 3.52
H 0.30 -1.22 2.57
O -0.03 -0.78 3.35
H 0.23 3.34 -2.77
H 1.11 2.20 -2.38
O 0.72 2.61 -3.16
H -2.93 -0.54 1.67
H -1.79 -1.66 1.34
O -2.37 -1.23 2.03
H 1.62 4.25 0.50
H 1.48 2.88 1.07
O 1.20 3.41 0.27
H -0.95 -3.41 0.50
H 1.12 -2.44 0.29
O -1.06 -2.52 0.17
H -2.46 -0.44 -1.59
H -2.30 0.75 -2.61
O -2.26 0.53 -1.68
H -4.00 -0.02 0.26
H -3.27 1.28 0.21
O -4.03 0.87 0.64
H -1.28 3.48 -0.35
H -1.39 2.40 -1.27
O -1.89 3.21 -1.05
H 0.44 0.85 3.31
H 1.61 1.52 2.99
O 0.80 1.77 3.50
*
```

Löwdin population analysis, charges in e, atoms 1 to 8:
1 C -0.0954
2 N -0.0530
3 C -0.4459
4 C -0.6709
5 S 0.2658
6 C -0.2684
7 O -0.1034
8 H 0.0822

***

ORCA calculation (the ωB97M-V functional and the def2-TZVPD basis) on a 12-piece molecular cluster, C4H32O11S2 overall in a non-equilibrium geometry.

Values from the calculation:
- Kohn-Sham gap (eV) = 8.45
- LUMO (Eh) = -0.0017
- ΔE to the lowest compared entry with this formula, charge and spin (kcal/mol) = 47.1
- SMILES = CCSSCC.O.O.O.O.O.O.O.O.O.O.O
- energy (Ha) = -1795.506948

The geometry in ORCA input format:
```
! RIJCOSX wB97M-V def2-TZVPD def2/J DEFGRID3
* xyz 0 1
C 2.50 2.64 -0.78
C 1.35 1.70 -0.78
S 2.00 0.03 -0.63
S 0.64 -1.16 0.19
C -0.81 -1.46 -0.86
C -1.02 -3.01 -1.33
H 2.05 3.67 -0.89
H 3.24 2.59 -1.61
H 3.18 2.73 0.18
H 0.79 1.88 -1.70
H 0.62 1.98 0.08
H -1.73 -1.03 -0.38
H -0.85 -0.79 -1.75
H -2.18 -3.04 -1.54
H -1.10 -3.67 -0.51
H -0.43 -2.99 -2.31
O -0.78 2.71 2.61
H -0.69 3.36 1.92
H -1.62 2.88 2.96
O 1.20 -4.31 1.90
H 1.16 -4.21 0.96
H 1.06 -3.43 2.27
O -1.35 1.23 -2.98
H -0.31 0.84 -3.20
H -1.83 0.40 -3.35
O -2.10 -0.58 2.39
H -2.49 -1.25 2.96
H -1.10 -0.81 2.37
O 0.18 0.54 4.00
H 0.90 0.95 3.65
H -0.41 0.74 3.29
O 1.19 0.02 -4.18
H 1.36 -0.60 -4.97
H 2.11 0.36 -3.96
O -0.91 4.72 0.79
H -0.66 3.97 0.29
H -1.50 5.14 0.15
O -1.68 2.52 -0.56
H -1.90 1.69 -0.10
H -1.56 2.30 -1.42
O 1.72 -2.93 -2.86
H 1.33 -2.14 -3.05
H 2.12 -2.89 -2.02
O 0.18 -2.00 3.05
H 0.09 -2.71 3.78
H 0.10 -1.07 3.50
O -3.51 -0.20 -0.01
H -4.18 0.41 0.02
H -3.09 -0.18 0.83
*
```

Löwdin population analysis, charges in e, atoms 1 to 8:
1 C -0.2266
2 C -0.6462
3 S 0.5059
4 S 0.5171
5 C -0.5453
6 C -0.1107
7 H 0.0866
8 H 0.0724